{
  "formula": "C2HCl2FO",
  "method": "wB97M-V/def2-TZVPD",
  "species": ["C", "C", "H", "O", "F", "Cl", "Cl"],
  "positions_angstrom": [[-0.613, -0.007, 0.033], [0.908, 0.016, -0.026], [1.342, 0.184, 1.008], [1.572, -0.175, -1.050], [-0.777, -1.244, 0.569], [-1.208, 0.064, -1.680], [-1.225, 1.162, 1.147]],
  "smiles": "O=CC(F)(Cl)Cl",
  "multiplicity": 1,
  "lumo_ev": 0.013,
  "gap_ev": 11.02,
  "total_energy_ev": -31898.9749
}

=====

{
  "formula": "C43H112N4O15",
  "method": "wB97M-V/def2-TZVPD",
  "species": ["C", "O", "H", "H", "H", "H", "C", "O", "C", "C", "N", "C", "C", "O", "C", "H", "H", "H", "H", "H", "H", "H", "H", "H", "H", "H", "H", "H", "H", "H", "C", "O", "C", "C", "N", "C", "C", "O", "C", "H", "H", "H", "H", "H", "H", "H", "H", "H", "H", "H", "H", "H", "H", "H", "C", "O", "C", "C", "N", "C", "C", "O", "C", "H", "H", "H", "H", "H", "H", "H", "H", "H", "H", "H", "H", "H", "H", "H", "C", "O", "C", "C", "N", "C", "C", "O", "C", "H", "H", "H", "H", "H", "H", "H", "H", "H", "H", "H", "H", "H", "H", "H", "C", "C", "C", "O", "H", "H", "H", "H", "H", "H", "H", "H", "C", "C", "C", "O", "H", "H", "H", "H", "H", "H", "H", "H", "C", "C", "C", "O", "H", "H", "H", "H", "H", "H", "H", "H", "C", "C", "C", "O", "H", "H", "H", "H", "H", "H", "H", "H", "C", "C", "C", "O", "H", "H", "H", "H", "H", "H", "H", "H", "C", "C", "C", "O", "H", "H", "H", "H", "H", "H", "H", "H"],
  "positions_angstrom": [[-0.826, -0.524, 0.025], [-0.132, -1.361, -0.887], [-1.407, 0.231, -0.505], [-1.526, -1.066, 0.673], [-0.033, 0.013, 0.558], [0.528, -1.821, -0.331], [2.883, 0.075, -2.048], [4.258, -0.125, -1.972], [4.843, -0.721, -3.104], [6.206, -1.263, -2.758], [7.100, -0.180, -2.379], [8.312, -0.567, -1.684], [8.920, 0.629, -0.996], [8.028, 1.092, -0.002], [8.544, 2.138, 0.774], [2.539, 0.620, -2.937], [2.590, 0.685, -1.192], [2.289, -0.845, -1.955], [4.891, 0.016, -3.917], [4.201, -1.528, -3.485], [6.648, -1.870, -3.551], [6.108, -1.951, -1.901], [6.631, 0.417, -1.702], [9.094, -0.985, -2.328], [8.194, -1.346, -0.912], [9.189, 1.449, -1.670], [9.846, 0.296, -0.506], [9.311, 1.808, 1.484], [7.783, 2.678, 1.334], [9.005, 2.864, 0.089], [-2.675, -7.411, 5.132], [-2.366, -6.036, 5.082], [-3.478, -5.259, 4.701], [-2.996, -3.821, 4.572], [-3.804, -2.999, 3.681], [-3.420, -1.596, 3.810], [-4.267, -0.657, 2.974], [-5.621, -0.844, 3.336], [-6.534, -0.260, 2.429], [-2.010, -7.900, 5.842], [-2.589, -7.863, 4.139], [-3.689, -7.637, 5.480], [-4.298, -5.296, 5.427], [-3.852, -5.582, 3.720], [-1.962, -3.781, 4.211], [-2.928, -3.331, 5.558], [-4.769, -3.013, 4.014], [-2.377, -1.460, 3.510], [-3.499, -1.243, 4.848], [-4.158, -0.833, 1.897], [-3.966, 0.371, 3.212], [-6.305, 0.795, 2.254], [-7.529, -0.327, 2.858], [-6.512, -0.762, 1.457], [1.373, 3.026, -0.301], [0.516, 2.158, -0.989], [0.271, 2.476, -2.345], [-0.626, 1.418, -2.957], [-1.126, 1.723, -4.287], [-0.063, 1.963, -5.249], [-0.661, 2.358, -6.594], [0.388, 2.497, -7.532], [-0.077, 2.603, -8.848], [1.051, 4.070, -0.399], [2.422, 2.935, -0.597], [1.269, 2.766, 0.753], [1.209, 2.483, -2.915], [-0.147, 3.492, -2.328], [-1.479, 1.242, -2.299], [-0.021, 0.499, -2.881], [-1.663, 0.907, -4.589], [0.592, 1.102, -5.437], [0.533, 2.825, -4.946], [-1.239, 3.277, -6.450], [-1.324, 1.568, -6.971], [0.789, 2.602, -9.511], [-0.609, 3.536, -9.071], [-0.727, 1.757, -9.098], [-1.616, 2.929, 2.117], [-1.370, 3.712, 3.258], [-0.054, 4.228, 3.299], [0.082, 4.814, 4.703], [1.293, 5.616, 4.886], [1.436, 6.801, 4.070], [2.501, 7.719, 4.633], [2.053, 8.355, 5.800], [2.837, 9.461, 6.159], [-1.392, 3.451, 1.181], [-2.623, 2.521, 2.083], [-0.959, 2.047, 2.132], [0.070, 5.038, 2.570], [0.667, 3.423, 3.127], [0.108, 3.991, 5.420], [-0.793, 5.415, 4.983], [1.387, 5.781, 5.877], [0.494, 7.366, 3.971], [1.646, 6.518, 3.036], [2.702, 8.491, 3.873], [3.477, 7.229, 4.733], [2.439, 9.854, 7.091], [2.883, 10.233, 5.383], [3.880, 9.166, 6.341], [-4.516, 4.225, -0.113], [-5.387, 3.015, -0.412], [-4.604, 1.712, -0.283], [-6.439, 2.895, 0.524], [-3.611, 4.190, -0.724], [-4.241, 4.375, 0.930], [-5.055, 5.127, -0.426], [-5.733, 3.037, -1.453], [-4.247, 1.608, 0.745], [-3.728, 1.601, -0.925], [-5.244, 0.870, -0.548], [-6.971, 3.696, 0.556], [1.673, 0.728, 3.254], [1.858, -0.701, 3.748], [0.591, -1.563, 3.736], [2.751, -1.372, 2.863], [1.000, 1.343, 3.860], [1.372, 0.823, 2.211], [2.619, 1.273, 3.368], [2.278, -0.654, 4.758], [0.905, -2.600, 3.872], [0.087, -1.594, 2.767], [-0.117, -1.259, 4.504], [3.603, -0.926, 2.804], [-0.499, -3.460, -5.538], [-0.031, -3.243, -4.105], [1.486, -3.141, -4.028], [-0.654, -2.071, -3.596], [-1.561, -3.708, -5.522], [0.070, -4.242, -6.038], [-0.401, -2.562, -6.152], [-0.315, -4.112, -3.498], [1.801, -2.821, -3.028], [1.894, -2.414, -4.733], [1.963, -4.109, -4.192], [-0.197, -1.842, -2.769], [-3.895, -2.490, -3.982], [-3.882, -1.019, -4.404], [-3.956, -0.092, -3.203], [-2.642, -0.746, -5.072], [-3.022, -2.777, -3.398], [-3.934, -3.106, -4.882], [-4.767, -2.725, -3.366], [-4.652, -0.838, -5.156], [-3.871, 0.961, -3.469], [-3.117, -0.348, -2.546], [-4.845, -0.261, -2.590], [-1.925, -1.143, -4.545], [-1.599, -4.223, 0.737], [-3.002, -4.008, 0.182], [-3.388, -4.925, -0.972], [-3.996, -4.215, 1.183], [-0.906, -4.473, -0.073], [-1.533, -5.121, 1.356], [-1.223, -3.349, 1.269], [-3.166, -2.983, -0.180], [-3.167, -5.974, -0.769], [-2.878, -4.600, -1.882], [-4.459, -4.803, -1.129], [-3.787, -3.684, 1.995], [4.020, -3.332, 0.177], [2.565, -3.824, 0.189], [2.344, -4.987, 1.157], [1.721, -2.738, 0.537], [4.223, -2.679, 1.024], [4.181, -2.735, -0.725], [4.757, -4.137, 0.155], [2.343, -4.126, -0.837], [2.933, -5.849, 0.840], [1.291, -5.270, 1.155], [2.632, -4.690, 2.167], [1.993, -2.371, 1.398]],
  "smiles": "COCCNCCOC.COCCNCCOC.COCCNCCOC.COCCNCCOC.CC(C)O.CC(C)O.CC(C)O.CC(C)O.CC(C)O.CC(C)O.CO",
  "multiplicity": 1,
  "lumo_ev": 0.340,
  "gap_ev": 8.86,
  "total_energy_ev": -83075.3084
}

=====

{
  "formula": "C17H16AuN8OS",
  "method": "wB97M-V/def2-TZVPD",
  "species": ["Au", "S", "N", "C", "C", "C", "C", "C", "N", "C", "C", "N", "C", "C", "C", "C", "C", "N", "H", "H", "H", "H", "H", "H", "C", "O", "C", "C", "H", "H", "H", "H", "H", "H", "N", "C", "N", "N", "C", "N", "H", "H", "H", "H"],
  "positions_angstrom": [[-0.146, 0.131, -0.209], [3.095, -5.713, -3.804], [1.894, -5.667, -2.726], [1.720, -4.400, -2.396], [0.731, -3.910, -1.453], [-0.148, -4.718, -0.780], [-1.086, -4.129, 0.095], [-1.073, -2.772, 0.262], [-0.189, -1.958, -0.351], [0.706, -2.501, -1.247], [1.571, -1.625, -1.932], [1.441, -0.284, -1.701], [2.285, 0.577, -2.281], [3.282, 0.181, -3.138], [3.418, -1.186, -3.432], [2.565, -2.085, -2.841], [2.610, -3.517, -3.066], [3.438, -4.137, -3.889], [-0.125, -5.787, -0.943], [-1.823, -4.729, 0.609], [-1.794, -2.277, 0.900], [2.139, 1.620, -2.037], [3.939, 0.918, -3.577], [4.174, -1.540, -4.119], [0.793, 4.337, -0.390], [0.789, 2.877, -0.379], [-0.276, 2.178, -0.300], [-1.598, 2.834, -0.165], [0.337, 4.711, 0.522], [0.271, 4.694, -1.274], [1.842, 4.605, -0.431], [-1.646, 3.881, -0.456], [-1.862, 2.740, 0.896], [-2.342, 2.250, -0.704], [-1.811, -1.938, 5.944], [-1.423, -1.682, 4.692], [-0.761, -2.633, 4.017], [-1.730, -0.492, 4.199], [-1.395, -0.209, 2.978], [-1.124, 0.116, 1.897], [-1.604, -2.803, 6.409], [-2.312, -1.221, 6.439], [-0.529, -3.516, 4.436], [-0.419, -2.455, 3.086]],
  "s2": 2.03,
  "multiplicity": 3,
  "lumo_ev": [-3.144, -3.453],
  "gap_ev": [4.68, 7.58],
  "total_energy_ev": -46377.1564,
  "total_charge": 1
}

=====

{
  "formula": "C3H5NO2",
  "method": "wB97M-V/def2-TZVPD",
  "species": ["N", "C", "O", "C", "C", "O", "H", "H", "H", "H", "H"],
  "positions_angstrom": [[-1.880, -0.464, 0.822], [-0.158, 0.662, -0.816], [-0.906, 1.440, -1.243], [0.853, -0.121, -0.442], [2.204, 0.249, -0.846], [3.194, -0.392, -0.560], [-2.477, -1.248, 0.573], [-2.484, 0.348, 0.918], [0.659, -0.999, 0.157], [-1.499, -0.660, 1.744], [2.280, 1.185, -1.440]],
  "smiles": "O=C=CC=O.N",
  "multiplicity": 1,
  "lumo_ev": 0.604,
  "gap_ev": 10.12,
  "total_energy_ev": -8776.0916
}

=====

Computed energy relative to the best compared isomer or geometry (same formula, charge and spin) (kJ/mol) in order:
14.6; 0.0; 0.0; 154.7